ORCA calculation (ωB97M-V with the def2-TZVPD basis set) on a molecular structure, C31H58N8O2PPd.

Computed properties:
Lowest unoccupied orbital energy (alpha / beta) = -6.75 / -10.64 eV
HOMO level (alpha / beta) = -16.24 / -16.82 eV
Kohn-Sham gap (alpha / beta) = 9.486 / 6.181 eV
Energy above the lowest of the compared OMol25 structures with the same formula, charge and spin = 0.000 eV
Multiplicity = 5
Total charge = +3

```
101
Properties=species:S:1:pos:R:3:forces:R:3
H -4.228 -1.075 0.779 0.00 0.00 -0.03
H -2.782 0.896 4.029 0.01 -0.01 0.01
H 1.123 2.437 0.721 0.04 0.00 -0.10
H 8.538 4.151 -1.012 0.00 -0.01 -0.01
H 0.884 -6.058 0.838 0.00 0.00 0.01
C -0.248 1.828 2.210 -0.06 0.03 0.03
H -5.076 -0.877 3.058 0.00 -0.01 0.00
C 4.770 3.232 -1.554 0.07 0.08 0.10
C 6.912 3.155 -0.287 -0.26 0.13 -0.08
H -5.365 -0.050 -0.068 -0.01 -0.01 -0.01
C 0.103 -3.779 -0.380 0.02 0.06 -0.02
H -1.106 -1.041 3.682 0.02 -0.01 0.00
N -3.413 0.700 -0.020 -0.04 -0.19 -0.05
C 2.819 0.645 -0.591 -0.22 -0.40 -0.08
C -1.755 -1.409 2.879 -0.03 0.03 0.02
H 7.136 1.961 1.354 0.00 0.01 -0.02
C -3.673 -1.737 4.462 0.03 0.02 0.03
H -1.437 5.319 1.440 0.02 0.00 0.00
H -2.513 -4.607 1.729 0.04 -0.05 -0.06
H 5.203 2.205 0.187 0.02 0.10 -0.05
H 1.818 2.215 -1.509 0.01 0.05 -0.05
C -1.110 4.336 1.777 -0.01 0.00 0.04
H -4.975 -0.012 4.583 -0.02 0.00 -0.02
H 0.081 0.790 2.251 0.03 0.00 -0.03
H 3.782 3.459 -1.156 0.02 0.03 -0.02
N 7.559 3.952 -1.135 0.07 0.02 -0.02
H -1.497 4.220 2.791 -0.01 0.00 0.00
C 1.478 -3.497 -0.333 -0.05 0.01 0.03
C 2.165 -3.014 -1.450 -0.06 -0.03 -0.07
H 5.213 1.202 -2.073 0.00 0.03 -0.05
C -4.178 -0.354 -2.634 -0.01 0.00 0.00
C 2.275 1.293 -1.880 -0.07 0.07 0.16
H -3.354 -2.817 2.624 -0.01 0.07 0.10
H 3.431 0.748 -3.602 -0.01 0.00 -0.01
H -2.211 -3.236 3.896 0.01 0.00 0.01
C -3.463 1.611 -1.204 0.10 0.03 0.03
H -3.124 -1.720 -1.294 -0.01 -0.02 -0.01
H -0.175 -3.960 1.703 0.02 0.01 -0.01
H 8.558 2.796 0.875 -0.01 0.00 -0.01
N 1.170 0.491 -2.467 -0.10 -0.12 -0.07
H -4.842 -2.059 -1.431 -0.01 0.01 0.00
O 3.862 1.073 -0.115 -0.49 -0.33 0.25
N -2.468 -0.253 2.300 0.07 -0.14 -0.04
C -2.095 -4.260 0.785 -0.01 -0.07 -0.05
N 7.596 2.565 0.695 0.04 -0.03 0.07
H -5.459 1.228 -1.902 0.00 0.00 0.00
H -2.462 1.685 -1.642 0.02 0.02 0.02
H 1.743 2.578 2.346 0.00 0.02 0.01
H -3.768 2.604 -0.880 0.00 0.04 0.03
H -1.637 -3.692 -1.658 0.00 0.03 0.01
C -0.580 -4.426 0.798 0.00 -0.02 0.01
C -4.384 -0.542 3.836 0.00 0.01 0.03
H 7.071 4.481 -1.835 0.00 0.00 0.00
C -2.757 -2.407 3.443 -0.07 0.04 0.01
H -0.584 2.109 3.215 0.02 -0.02 0.01
H 5.269 2.287 -3.445 0.01 0.01 0.01
H -3.083 -1.405 5.323 -0.01 0.00 0.00
H -3.900 1.237 2.699 0.00 0.02 0.01
O 2.102 -0.271 -0.045 0.10 0.24 0.11
H -3.249 -0.428 -3.204 0.02 0.02 0.02
C 0.097 -2.982 -2.688 0.02 -0.16 -0.19
N -1.419 1.935 1.318 0.18 -0.34 -0.19
H 2.022 -3.667 0.589 0.01 0.00 -0.01
H -0.603 -6.381 1.730 -0.01 -0.01 -0.01
C -4.435 1.102 -2.258 -0.01 0.00 -0.02
H 3.162 -1.848 -3.678 -0.01 0.00 0.00
C 4.713 2.052 -2.536 0.06 0.01 -0.05
C 2.238 -2.383 -3.903 0.01 0.04 0.05
H 0.432 1.081 -2.834 0.00 0.04 0.06
H -4.341 1.751 -3.129 -0.01 -0.01 0.00
P -2.095 0.447 0.899 -0.43 0.51 0.49
C -3.386 0.439 3.237 -0.01 0.01 -0.05
C -1.764 3.297 0.882 -0.12 -0.08 -0.15
H -2.849 3.394 0.898 -0.04 -0.02 -0.01
H -2.395 -3.217 0.642 0.02 -0.03 -0.01
C 0.860 2.752 1.731 0.01 -0.06 0.06
H 1.528 -0.033 -3.261 0.00 0.09 -0.06
C 0.417 4.224 1.767 0.00 0.03 -0.04
H 0.814 4.721 2.651 0.00 0.00 0.00
N -1.005 -0.410 0.097 0.30 0.11 -0.11
H 2.518 -3.291 -4.440 0.01 0.00 -0.01
H -0.446 -2.812 -3.610 0.00 0.01 0.00
C -4.110 -1.252 -1.380 -0.02 -0.01 0.00
H -1.440 3.421 -0.158 0.01 0.04 0.01
H 1.625 -1.793 -4.587 0.00 -0.01 -0.01
H -2.555 -4.860 -0.002 0.01 0.00 -0.02
C -0.197 -5.915 0.833 -0.01 0.00 0.01
H 3.230 -2.830 -1.383 0.00 0.02 0.02
H 5.110 4.149 -2.033 0.01 0.00 -0.01
C 3.308 1.633 -2.968 0.03 -0.05 -0.08
H -1.125 -1.856 2.109 -0.02 0.02 0.00
C -4.354 -0.458 -0.108 -0.05 0.11 0.07
N 5.602 2.940 -0.388 0.52 0.18 -0.04
Pd 0.506 -1.177 -1.107 0.24 -0.02 0.29
H 2.868 2.399 -3.612 0.01 -0.02 0.01
H 0.824 4.755 0.905 -0.01 -0.01 0.01
C -0.577 -3.496 -1.579 -0.01 0.10 -0.05
C 1.493 -2.761 -2.657 0.01 -0.23 -0.15
H -4.971 -0.690 -3.300 0.02 -0.01 -0.02
H -0.607 -6.435 -0.034 0.01 0.00 -0.01
H -4.403 -2.451 4.840 0.00 0.00 0.00
```
Forces are in eV/Å.

---

ORCA calculation (ωB97M-V with the def2-TZVPD basis set) on 2 unconnected molecules or ions with the total composition C31H59BBrF2N4O5Si.

Computed properties:
Lowest unoccupied orbital energy = -2.58 eV
HOMO level = -10.45 eV
Kohn-Sham gap = 7.863 eV
Total charge = +1

```
104
Properties=species:S:1:pos:R:3:forces:R:3
B -4.585 0.422 0.675 -0.34 -0.46 0.59
H 0.773 6.181 -0.194 -0.01 0.07 -0.39
H -0.761 -9.609 3.005 0.04 0.05 -0.02
H -4.549 1.797 -1.029 -0.17 0.58 -0.14
H 0.869 -3.487 -3.150 -0.10 -0.20 -0.17
H 1.854 4.181 -3.128 -0.20 0.17 -0.13
H 1.994 2.287 -1.867 -0.12 -0.30 0.22
C 4.971 -3.989 0.649 0.40 0.54 0.52
C 5.102 -5.267 0.184 1.26 -0.58 0.34
H 3.817 6.301 -0.082 0.12 -0.05 0.21
H 0.916 -1.054 -2.972 -0.11 0.09 -0.18
F -1.305 -0.700 -2.388 -0.46 0.20 -0.07
H 1.724 3.153 -0.349 0.02 -0.42 0.10
H -4.727 4.192 1.431 -0.01 -0.33 0.10
O 0.328 -6.885 1.926 -0.32 0.08 -0.02
O 1.689 6.961 1.445 0.13 -0.27 -0.38
H -3.657 4.579 2.757 0.17 -0.36 0.16
H -3.280 6.392 1.343 -0.10 0.04 0.06
H -5.264 2.493 0.487 0.00 0.37 -0.41
H -0.362 -8.659 1.111 -0.20 -0.04 -0.02
C 3.817 -3.301 0.374 0.23 0.66 0.31
H 1.732 -0.522 -0.072 -0.17 0.05 0.07
N -2.101 1.725 -1.560 -1.05 -0.36 -0.74
H -1.008 4.637 -3.638 0.04 0.08 0.09
H -1.245 -6.362 3.174 -0.04 -0.11 -0.04
C -0.750 1.593 -2.182 -1.20 0.32 1.24
C 1.098 6.255 3.664 0.22 -0.30 -0.60
C 0.343 -3.657 -2.211 0.19 0.40 0.33
H -2.782 1.009 -1.764 0.01 0.05 -0.08
H 4.257 -6.854 -0.943 0.03 -0.05 0.02
H 1.555 -8.623 3.163 -0.02 -0.11 0.02
H 2.198 -5.610 -1.459 -0.01 -0.13 -0.09
F -0.596 -0.009 -0.475 -0.15 0.20 0.20
C -4.461 1.911 0.048 0.43 -1.44 1.59
H -0.569 3.594 -1.840 0.11 -0.04 -0.26
C 1.747 -1.078 -1.008 0.13 -0.11 -0.32
C -3.079 5.430 0.879 -0.02 -0.12 -0.36
H 1.885 7.576 -0.465 -0.15 -0.07 -0.29
C 0.126 -3.125 0.768 -0.15 0.11 -0.73
H 3.325 5.734 -2.289 0.11 0.06 0.01
C 4.124 -5.848 -0.568 -0.17 -1.20 -0.57
H 2.802 -1.107 -1.292 0.04 -0.05 -0.07
C 1.022 -0.345 -2.156 0.28 -0.48 0.19
H 1.970 -7.730 4.426 0.01 -0.07 0.11
C 3.004 5.005 -1.545 -0.41 0.14 -0.13
C -0.530 -7.583 1.039 0.34 -0.01 -0.11
H -0.773 3.703 0.252 -0.27 -0.29 0.94
H 0.524 -3.915 1.403 0.09 0.17 0.25
C -2.108 2.329 -0.373 1.32 -0.10 0.59
H -1.065 -9.719 4.727 0.05 0.00 -0.01
C -0.116 2.726 -1.344 -0.04 0.54 -1.17
C -1.036 -9.028 3.885 -0.13 -0.03 0.11
O -2.949 3.069 1.620 -0.36 -0.29 0.28
H 6.003 -5.821 0.411 0.03 -0.04 -0.03
H -1.997 5.351 0.788 0.09 -0.04 0.16
H -6.022 -0.640 -0.105 -0.52 -0.04 0.22
H -0.854 -3.482 0.437 -0.05 0.02 -0.06
N -0.837 2.733 -0.043 0.38 0.61 -0.60
H -0.110 6.136 1.910 -0.07 -0.18 -0.13
H -2.935 2.331 -3.762 0.08 -0.11 0.18
O -3.480 -0.200 1.196 0.31 0.63 -0.90
C -2.016 2.762 -4.146 0.22 0.52 -0.71
H -2.126 4.790 -4.945 -0.20 0.02 -0.07
H 2.102 5.967 3.964 0.06 0.16 0.21
C -0.390 0.145 -1.817 1.77 -0.55 -0.23
N 1.314 -8.450 4.136 0.02 0.26 -0.02
C -3.679 4.302 1.708 0.06 1.08 -0.07
H 3.765 4.223 -1.518 0.13 0.07 -0.01
H -0.278 -7.276 0.023 0.03 0.05 0.03
C -0.738 2.050 -3.667 -0.40 -0.37 0.00
C -0.200 -6.695 3.227 0.14 0.19 0.23
Br -0.323 0.637 -4.962 0.05 0.08 0.10
C 1.743 6.626 0.045 0.20 -0.06 1.36
H -2.738 4.670 -3.294 0.01 0.04 0.04
H 0.384 5.624 4.189 -0.04 0.09 0.17
C 1.380 3.037 -1.379 0.05 0.70 0.80
H 3.703 -2.286 0.735 0.00 0.06 0.05
H 0.371 -5.865 3.654 0.06 -0.01 -0.06
H -2.052 2.598 -5.218 -0.03 -0.21 -0.07
H 1.237 4.968 1.954 0.13 0.05 -0.21
H 0.072 2.763 -3.767 0.28 -0.14 -0.12
H -1.584 -7.353 1.220 0.00 -0.04 0.08
Si 1.260 -2.899 -0.751 -0.38 -0.57 0.95
H -0.670 -3.260 -2.269 0.00 0.18 -0.14
C -0.045 -7.902 4.165 -0.01 -0.22 -0.28
O -5.812 -0.209 0.733 0.42 0.19 -0.84
H 5.764 -3.529 1.221 0.03 0.00 0.07
H 1.678 0.432 -2.544 -0.34 0.30 0.00
H -2.046 -8.638 3.737 0.01 0.00 -0.02
H 0.227 -4.722 -2.018 0.15 -0.13 -0.13
H 2.982 4.950 0.629 -0.21 -0.02 0.09
C 0.951 6.006 2.171 -0.51 0.40 0.50
H -0.241 -7.543 5.180 0.04 0.09 -0.02
N -3.147 2.452 0.412 -0.36 0.58 -1.37
H 0.924 7.306 3.877 -0.02 0.03 0.15
C -1.983 4.300 -3.988 0.08 -0.18 0.37
C 2.921 5.688 -0.171 0.27 -0.03 -0.63
H -3.499 5.462 -0.126 0.03 -0.02 -0.07
C 2.977 -5.159 -0.862 -0.25 -0.27 -0.14
C 1.701 4.385 -2.066 0.39 -0.47 -0.16
H 0.880 5.096 -1.979 -0.09 -0.03 0.00
C 2.825 -3.885 -0.374 -1.51 1.20 -0.73
H -3.211 -0.955 0.656 0.02 -0.35 0.61
H -0.054 -2.192 1.301 0.18 -0.08 0.27
```
Forces are in eV/Å.

---

What did we get for total energy? Answer: -2272.9239, -4899.7152 Eh, in the order shown.
What did we get for maximum force? Answer: 0.83, 2.18 eV/A, in the order shown.